{
  "formula": "C48H72N6O6",
  "method": "ωB97M-V/def2-TZVPD",
  "smiles": "CNC(C)=O.c1ccncc1.c1ccncc1.c1ccncc1.c1ccncc1.c1ccncc1.C1CCOC1.C1CCOC1.C1CCOC1.C1CCOC1.C1CCOC1",
  "homo_lumo_gap_ev": 9.78,
  "fmax_ev_per_a": 2.04,
  "elements": ["C", "C", "C", "O", "C", "H", "H", "H", "H", "H", "H", "H", "H", "C", "C", "C", "O", "C", "H", "H", "H", "H", "H", "H", "H", "H", "C", "C", "C", "O", "C", "H", "H", "H", "H", "H", "H", "H", "H", "C", "C", "C", "O", "C", "H", "H", "H", "H", "H", "H", "H", "H", "C", "C", "C", "O", "C", "H", "H", "H", "H", "H", "H", "H", "H", "C", "C", "O", "N", "C", "H", "H", "H", "H", "H", "H", "H", "N", "C", "C", "C", "C", "C", "H", "H", "H", "H", "H", "N", "C", "C", "C", "C", "C", "H", "H", "H", "H", "H", "N", "C", "C", "C", "C", "C", "H", "H", "H", "H", "H", "N", "C", "C", "C", "C", "C", "H", "H", "H", "H", "H", "N", "C", "C", "C", "C", "C", "H", "H", "H", "H", "H"],
  "xyz": [[-6.25696, 0.53059, -2.40292], [-6.55199, -0.94725, -2.23162], [-5.91674, -1.22038, -0.87402], [-4.66563, -0.52867, -0.97888], [-4.81536, 0.61914, -1.84183], [-6.90257, 1.12990, -1.75984], [-6.25136, 0.83657, -3.44638], [-6.06776, -1.51507, -3.03096], [-7.60814, -1.20817, -2.32605], [-5.66223, -2.25147, -0.64092], [-6.50409, -0.80472, -0.04812], [-4.16649, 0.38390, -2.68765], [-4.64806, 1.56475, -1.33448], [0.51232, 3.22879, 1.93650], [0.52929, 4.65413, 2.45497], [-0.93213, 5.04955, 2.44507], [-1.37833, 4.49745, 1.20572], [-0.69857, 3.26462, 0.99929], [0.35270, 2.45076, 2.68957], [1.46717, 2.96760, 1.47935], [1.05577, 5.27059, 1.72174], [1.09509, 4.74769, 3.38560], [-1.13441, 6.11915, 2.48005], [-1.48387, 4.63597, 3.30233], [-0.43561, 3.08191, -0.04793], [-1.39703, 2.43624, 1.17053], [3.54215, -3.08307, 5.17819], [2.72328, -1.99370, 5.90025], [2.34101, -1.04934, 4.76779], [2.85353, -1.61805, 3.56812], [4.02650, -2.34099, 3.94475], [2.97558, -3.98793, 4.97235], [4.38847, -3.37758, 5.80867], [3.39403, -1.53305, 6.62556], [1.84279, -2.39226, 6.39843], [2.63727, -0.00616, 4.91921], [1.25182, -0.98288, 4.72435], [4.90928, -1.70348, 4.08166], [4.33590, -3.00123, 3.13157], [-1.88562, 1.99449, -6.24068], [-2.03002, 3.40029, -5.73494], [-2.27325, 3.24948, -4.19867], [-1.99736, 1.89245, -3.89789], [-2.24282, 1.10369, -5.05574], [-0.88705, 1.70119, -6.56085], [-2.61634, 1.83769, -7.03687], [-2.79882, 4.01210, -6.21320], [-1.17947, 4.06546, -5.91750], [-3.33722, 3.43852, -4.01862], [-1.68693, 3.93408, -3.59427], [-3.29638, 0.77576, -5.03714], [-1.70107, 0.16242, -4.94038], [-3.73823, -4.25370, 0.50134], [-5.14794, -4.63865, 0.88569], [-5.09190, -4.52385, 2.39526], [-4.34545, -3.31668, 2.60087], [-3.43740, -3.12058, 1.49228], [-3.59592, -3.88866, -0.51500], [-3.04080, -5.05940, 0.73468], [-5.43576, -5.63895, 0.55255], [-5.88765, -3.96182, 0.45707], [-4.54397, -5.36552, 2.83265], [-6.07797, -4.52425, 2.85662], [-2.40297, -3.12411, 1.84080], [-3.69682, -2.12825, 1.11230], [4.76987, -1.22879, -4.17180], [4.72633, -1.94292, -2.84697], [5.69035, -2.59871, -2.48843], [3.60738, -1.82731, -2.10377], [3.37942, -2.63490, -0.91679], [3.94902, -0.51686, -4.31112], [4.61475, -1.93487, -4.98749], [5.68961, -0.65912, -4.26211], [2.81489, -1.30353, -2.43835], [3.10190, -1.99670, -0.07755], [4.28974, -3.13860, -0.60470], [2.58544, -3.36676, -1.05441], [4.10563, 1.99635, 1.39074], [4.56134, 3.24098, 1.53552], [5.12752, 3.72665, 2.71398], [5.22131, 2.84326, 3.77851], [4.75129, 1.53888, 3.64715], [4.17575, 1.16738, 2.43402], [4.53808, 3.78232, 0.59546], [5.65129, 4.67027, 2.76056], [5.78452, 3.08347, 4.67181], [4.89634, 0.79037, 4.41330], [3.75950, 0.17794, 2.28530], [-3.49878, -3.81946, -4.70545], [-2.35133, -3.66690, -5.37081], [-1.23917, -3.05474, -4.81207], [-1.40160, -2.42804, -3.58043], [-2.60874, -2.48609, -2.94007], [-3.63460, -3.21866, -3.51918], [-2.31143, -4.05806, -6.38076], [-0.30259, -2.96156, -5.34537], [-0.52040, -1.99775, -3.11755], [-2.65692, -2.06534, -1.94154], [-4.48846, -3.54095, -2.93406], [4.65674, 3.11202, -2.10704], [4.90110, 1.85954, -1.72801], [6.18009, 1.29177, -1.90682], [7.17328, 2.07674, -2.45084], [6.85953, 3.30137, -2.99622], [5.57032, 3.79271, -2.77618], [4.15971, 1.30738, -1.16976], [6.38676, 0.31657, -1.48422], [8.14220, 1.62561, -2.64101], [7.61517, 3.92012, -3.46198], [5.31449, 4.73637, -3.24624], [0.78763, 0.26124, -1.06414], [1.29543, 0.06128, 0.15393], [0.48218, -0.27179, 1.24359], [-0.89685, -0.31095, 1.08737], [-1.39986, -0.00439, -0.17273], [-0.54086, 0.25326, -1.21725], [2.37130, 0.17035, 0.18840], [0.90009, -0.41135, 2.23388], [-1.59712, -0.52607, 1.87922], [-2.46988, -0.04805, -0.33649], [-0.91782, 0.42407, -2.21793], [-0.67271, 0.30221, 5.98204], [-1.30165, -0.85697, 5.73358], [-2.32393, -0.97505, 4.80621], [-2.67064, 0.17041, 4.09304], [-2.01525, 1.36469, 4.32001], [-1.03653, 1.38647, 5.30090], [-0.91486, -1.67914, 6.32223], [-2.83545, -1.90571, 4.59825], [-3.54446, 0.17548, 3.45165], [-2.31963, 2.26297, 3.79923], [-0.49724, 2.29856, 5.52734]],
  "lowdin_charge": [-0.1585, -0.1671, -0.1830, -0.2002, -0.1710, 0.1125, 0.1111, 0.1025, 0.1146, 0.0891, 0.1263, 0.1026, 0.1226, -0.1636, -0.1710, -0.2039, -0.1308, -0.2014, 0.0921, 0.0923, 0.1179, 0.1133, 0.1180, 0.1079, 0.1172, 0.0946, -0.1575, -0.1440, -0.2193, -0.1699, -0.2045, 0.1110, 0.1092, 0.1099, 0.1022, 0.1083, 0.0856, 0.1149, 0.1211, -0.1620, -0.1638, -0.1791, -0.1728, -0.2057, 0.1136, 0.1119, 0.1049, 0.1053, 0.1113, 0.1185, 0.1134, 0.1064, -0.1549, -0.1791, -0.1984, -0.1579, -0.1846, 0.0900, 0.1181, 0.1173, 0.0960, 0.1189, 0.1193, 0.1132, 0.1033, -0.0084, -0.5799, 0.0252, 0.0237, -0.0618, 0.0741, 0.0832, 0.0757, 0.1139, 0.0560, 0.0805, 0.0840, 0.0576, -0.1427, -0.0607, -0.0788, -0.0652, -0.1333, 0.0953, 0.1006, 0.1040, 0.0903, 0.0876, 0.0567, -0.1532, -0.0679, -0.0933, -0.0771, -0.1492, 0.1013, 0.1014, 0.0995, 0.0872, 0.0999, 0.0516, -0.1454, -0.0671, -0.0952, -0.0775, -0.1624, 0.0766, 0.1037, 0.1069, 0.0978, 0.0997, 0.0686, -0.1520, -0.0424, -0.0654, -0.0725, -0.1530, 0.0744, 0.0901, 0.0765, 0.0834, 0.0889, 0.0507, -0.1546, -0.0542, -0.0954, -0.0736, -0.1513, 0.1005, 0.0977, 0.1129, 0.0976, 0.1041]
}